1.
ORCA calculation (wB97M-V/def2-TZVPD) on 2 unconnected molecules or ions with the total composition C5H14BClO5P.

```
! wB97M-V def2-TZVPD RIJCOSX def2/J DEFGRID3
* xyz -1 1
H -0.707 3.251 0.512
H -0.840 2.660 -1.128
H -1.722 5.006 -0.935
Cl 1.019 -0.504 1.048
C -2.318 4.163 -0.584
H -2.128 1.784 -2.402
H 2.001 -3.185 -0.540
H -3.049 3.915 -1.355
B 0.672 -2.409 1.100
H 1.827 -4.337 0.798
P 3.518 -2.754 1.199
C -2.750 0.947 -0.465
H -0.247 -2.589 0.329
H -2.925 0.214 -2.442
C 1.976 -3.284 0.548
C -1.422 2.982 -0.264
H -3.876 1.672 -2.122
H 0.396 -2.697 2.241
H 4.075 -0.783 0.741
O 4.576 -3.955 0.878
O -3.204 -0.023 0.069
O 4.032 -1.584 0.207
C -2.916 1.184 -1.953
H -2.865 4.470 0.307
O 3.631 -2.349 2.613
O -2.149 1.891 0.288
H 5.395 -3.686 1.311
*
```

Energy relative to the best compared isomer or geometry (same formula, charge and spin)   6.95 kJ/mol
Highest occupied orbital energy   -4.919 eV
Max |F|   0.4 eV/A
LUMO   2.780 eV

natural (NBO) atomic charges, in units of e: 0.2031, 0.1779, 0.2087, -0.4073, -0.6347, 0.2132, 0.2449, 0.2012, -0.0597, 0.2473, 2.3540, 0.8001, -0.0685, 0.2468, -1.1032, -0.0682, 0.2283, -0.0620, 0.5077, -0.9969, -0.5534, -1.0073, -0.7405, 0.2139, -1.1311, -0.4981, 0.4839



2.
ORCA calculation (wB97M-V/def2-TZVPD) on a molecular structure, C5H14Br2CuF18NOP3.

```
! wB97M-V def2-TZVPD RIJCOSX def2/J DEFGRID3
* xyz -2 2
H 20.617 9.627 -0.948
Br 20.493 10.426 -5.898
F 16.923 9.450 -4.289
N 19.559 7.344 -2.125
H 18.071 8.349 -1.117
F 23.479 12.030 -5.153
F 17.394 14.238 -7.102
Br 19.764 13.927 -2.037
H 17.741 6.610 -1.285
P 23.390 13.493 -4.421
H 21.866 10.649 -2.571
F 17.574 16.479 -6.548
F 17.015 14.932 -4.959
H 20.664 5.962 -3.278
H 20.002 7.564 -0.110
H 21.411 7.149 -1.169
H 19.419 8.812 -3.604
C 19.622 6.230 -3.126
H 20.254 5.924 -0.695
P 16.486 10.892 -3.661
H 19.205 6.584 -4.064
P 18.219 15.084 -6.004
F 19.079 15.886 -4.925
F 24.654 13.066 -3.498
F 16.064 12.305 -3.018
F 18.035 11.397 -3.875
F 16.893 10.341 -2.155
F 16.069 11.408 -5.114
H 19.204 10.152 -1.801
O 20.914 10.767 -2.686
H 19.022 5.420 -2.723
F 19.417 15.242 -7.061
Cu 20.085 12.247 -4.055
C 20.146 8.552 -2.830
C 20.360 6.978 -0.953
F 23.380 14.903 -3.705
C 20.231 9.812 -1.959
C 18.123 7.498 -1.784
H 17.584 7.672 -2.704
F 22.089 13.870 -5.308
H 21.090 8.190 -3.229
F 18.889 13.655 -5.463
F 22.388 12.884 -3.277
F 24.377 14.102 -5.540
F 14.979 10.318 -3.439
*
```

Highest occupied orbital energy (alpha / beta)   -3.144 / -3.056 eV
Max |F|   1.5 eV/A
LUMO (alpha / beta)   2.685 / 2.685 eV

natural (NBO) atomic charges, in units of e: 0.1547, -0.7874, -0.6097, -0.2033, 0.2455, -0.5969, -0.5913, -0.6712, 0.2011, 2.6051, 0.5131, -0.6087, -0.5834, 0.2173, 0.2306, 0.2287, 0.2920, -0.4008, 0.2121, 2.6110, 0.2556, 2.6130, -0.5836, -0.6078, -0.5676, -0.6179, -0.6197, -0.5679, 0.2407, -0.7118, 0.2060, -0.5907, 1.3827, -0.2482, -0.4137, -0.5845, -0.0968, -0.4155, 0.2722, -0.5792, 0.2169, -0.6274, -0.6162, -0.5967, -0.6005



3.
ORCA calculation (wB97M-V/def2-TZVPD) on a molecular structure, C5H14Br2NO2V.

```
! wB97M-V def2-TZVPD RIJCOSX def2/J DEFGRID3
* xyz 1 2
H -0.837 1.613 -1.054
H 1.512 -2.245 1.436
H -0.262 -1.872 1.462
H 1.014 -0.979 2.458
O 0.740 2.631 -0.172
Br -5.201 -0.938 -0.914
V -3.427 -0.365 -1.275
C -0.204 0.699 0.883
H -0.508 -1.607 -0.760
C -0.416 1.919 -0.096
H 2.344 0.693 -0.437
H 0.019 1.095 1.873
C 0.749 -1.471 1.522
H 0.304 -0.239 -1.630
H 1.211 -1.745 -1.168
C 0.416 -1.047 -0.907
H -1.107 2.620 0.370
H 2.332 0.658 1.272
Br -2.332 -1.558 -2.671
N 0.797 -0.369 0.454
H 1.090 2.549 -1.062
H 2.930 -0.823 0.252
H -1.147 0.152 0.892
C 2.239 0.007 0.403
O -2.256 0.623 -1.131
*
```

Energy relative to the best compared isomer or geometry (same formula, charge and spin)   194.90 kJ/mol
Highest occupied orbital energy (alpha / beta)   -13.281 / -13.537 eV
Max |F|   15.3 eV/A
LUMO (alpha / beta)   -4.479 / -4.514 eV

natural (NBO) atomic charges, in units of e: 0.2280, 0.2390, 0.2224, 0.2311, -0.7115, -0.0032, 0.7960, -0.2405, 0.2290, -0.0937, 0.2257, 0.2376, -0.4050, 0.2337, 0.2321, -0.3981, 0.2024, 0.2379, -0.1818, -0.2107, 0.4747, 0.2397, 0.2198, -0.4174, -0.5874



4.
ORCA calculation (wB97M-V/def2-TZVPD) on a molecular structure, C5H14CeClO3SYb.

```
! wB97M-V def2-TZVPD RIJCOSX def2/J DEFGRID3
* xyz -1 3
H -1.278 2.914 -2.483
H -3.611 1.223 -0.723
Yb 0.756 -1.368 -1.116
O -2.087 -2.911 0.612
Cl -1.531 3.747 1.322
H -0.008 -1.237 -4.231
H -0.363 4.106 -1.503
H 2.330 0.176 -0.121
H 0.085 -3.042 3.052
C -0.591 -2.235 2.747
H -0.180 -1.251 2.988
H 0.308 -2.928 -3.611
C 1.460 0.850 -0.066
H -2.617 -0.155 -1.298
C -0.442 3.041 -1.779
Ce -0.841 1.666 0.072
H -2.587 1.426 -2.170
S -0.861 -2.280 0.994
O -0.791 -0.801 0.534
H 1.470 1.194 0.990
O 0.394 -2.886 0.414
H 0.491 2.641 -2.212
C 0.262 -1.845 -3.348
H -1.549 -2.380 3.248
H 1.687 1.741 -0.682
C -2.653 0.939 -1.184
*
```

Energy relative to the best compared isomer or geometry (same formula, charge and spin)   119.99 kJ/mol
Highest occupied orbital energy (alpha / beta)   -3.591 / -3.934 eV
Max |F|   3.6 eV/A
LUMO (alpha / beta)   2.174 / 2.137 eV

Löwdin atomic charges, in units of e: -0.0289, -0.0184, 1.1587, -0.2782, -0.0576, -0.1230, -0.0257, -0.0398, 0.0712, -0.1191, 0.0714, -0.1340, -0.3729, -0.0240, -0.3337, 0.4223, -0.0262, 0.5111, -0.5978, -0.0189, -0.4650, -0.0285, -0.2650, 0.0690, -0.0220, -0.3249



Question: The lowest max |F| belongs to which entry?
Answer: C5H14BClO5P



Question: What is the max |F| in the second record?
Answer: 1.5 eV/A